{
  "formula": "C57H67Cl4F13N13O",
  "method": "ωB97M-V with the def2-TZVPD basis set",
  "total_charge": 1,
  "e_tot_ev": -167001.4377,
  "lumo_ev": -2.66,
  "molar_mass_g_mol": 1339.04,
  "gap_ev": 7.99,
  "max_force_ev_per_a": 7.102,
  "species": ["C", "C", "Cl", "C", "Cl", "C", "C", "C", "C", "C", "C", "F", "F", "F", "C", "Cl", "C", "C", "Cl", "N", "C", "O", "C", "C", "C", "C", "C", "C", "C", "F", "F", "C", "F", "F", "C", "C", "C", "C", "F", "C", "F", "F", "C", "C", "C", "C", "C", "C", "F", "F", "F", "C", "H", "H", "H", "H", "H", "H", "H", "H", "H", "H", "H", "H", "H", "H", "H", "H", "H", "H", "H", "H", "H", "H", "H", "H", "H", "H", "H", "H", "H", "H", "H", "C", "C", "N", "H", "H", "H", "C", "C", "N", "H", "H", "H", "C", "C", "N", "H", "H", "H", "C", "C", "N", "H", "H", "H", "C", "C", "N", "H", "H", "H", "C", "C", "N", "H", "H", "H", "C", "C", "N", "H", "H", "H", "C", "C", "N", "H", "H", "H", "C", "C", "N", "H", "H", "H", "C", "C", "N", "H", "H", "H", "C", "C", "N", "H", "H", "H", "C", "C", "N", "H", "H", "H"],
  "coordinates": [[3.93825, 0.94909, 2.32413], [4.39621, 0.04794, 1.09832], [6.23357, -0.19342, 1.07741], [3.53870, -0.50716, 0.07947], [4.58488, -1.37202, -1.19388], [2.00443, -0.27782, 0.08650], [1.81158, 0.96004, -0.99883], [0.36750, 0.64854, -1.73553], [0.94257, 0.32864, -3.20498], [2.18597, -0.65650, -3.37161], [2.47927, -1.23256, -4.80611], [1.52220, -1.98922, -5.46682], [3.73943, -1.93274, -4.74380], [2.76405, -0.09462, -5.65566], [-0.11741, 2.13970, -1.99290], [0.57619, 3.69998, -1.22968], [-1.14770, 2.57094, -2.91557], [-2.01007, 1.57960, -3.78146], [-1.58076, 4.35544, -3.17829], [-0.25851, -0.42064, -0.82107], [-1.10256, 0.46167, 0.10992], [-0.39923, 1.41201, 0.94317], [-1.28058, 2.25130, 1.66369], [-2.73660, 1.98066, 2.10056], [-3.63799, 2.92367, 2.94002], [-3.04111, 4.26742, 3.42136], [-1.57551, 4.60220, 2.98585], [-0.68135, 3.63418, 2.12968], [-1.39131, -1.26014, -1.37278], [-2.73692, -0.67435, -1.28832], [-1.76348, -2.33751, -0.46391], [-1.55697, -1.75068, -2.84519], [-2.59573, -2.78832, -2.76203], [-0.57711, -2.27620, -3.67175], [0.75122, -1.34011, -0.03801], [0.43036, -1.52108, 1.56923], [1.62761, -2.00792, 2.51058], [1.02028, -1.98277, 4.03018], [2.04218, -1.90858, 5.04131], [1.09367, -2.83898, -0.33708], [2.48540, -3.23022, -0.07552], [0.46175, -3.82855, 0.57268], [0.89349, -3.72264, -1.62850], [-0.35015, -4.68862, -1.82835], [-0.56869, -5.62381, -3.03001], [0.48834, -5.71665, -4.14798], [1.75959, -4.84518, -4.01283], [2.85397, -5.03422, -5.17802], [2.87710, -6.45897, -5.43019], [4.16861, -4.70399, -4.78832], [2.45521, -4.45626, -6.41849], [1.93001, -3.91830, -2.80548], [3.66074, 0.34995, 3.26220], [4.77953, 1.66900, 2.63906], [3.04397, 1.63397, 2.05931], [1.81374, 0.23689, 1.10937], [2.69008, 1.31751, -1.60822], [1.83359, 1.78492, -0.18395], [1.35079, 1.33798, -3.60823], [0.17886, 0.01809, -3.99141], [2.15496, -1.36550, -2.48988], [3.14509, -0.02505, -3.19268], [-1.49297, 1.00824, -4.62008], [-2.65432, 0.94680, -3.07222], [-2.80789, 2.19652, -4.35487], [-1.72028, -0.16673, 0.86436], [-1.83830, 1.17147, -0.37432], [-3.20843, 0.97412, 1.78465], [-4.70167, 2.57435, 3.21210], [-3.70067, 4.93540, 4.06512], [-1.17083, 5.61401, 3.36372], [0.38754, 3.96367, 1.87554], [-2.12364, -1.02008, -3.54888], [-0.58374, -2.05283, 1.75761], [0.19342, -0.53965, 2.13626], [2.54142, -1.33078, 2.54277], [1.99137, -3.07401, 2.36745], [0.18578, -1.22019, 4.16348], [0.53074, -3.02034, 4.15136], [-1.18038, -4.71202, -1.02607], [-1.51160, -6.28382, -3.07666], [0.29019, -6.45786, -5.00159], [2.91279, -3.31377, -2.74192], [-0.82566, 2.42752, -8.15213], [-2.00938, 2.18006, -7.32424], [-2.93980, 1.98549, -6.67315], [-0.33248, 1.49526, -8.43834], [-1.08151, 2.95420, -9.07418], [-0.08647, 3.03692, -7.62647], [6.16322, 4.99944, 2.22555], [4.93217, 4.35195, 1.76373], [3.96519, 3.84276, 1.40090], [6.95501, 4.26986, 2.41248], [6.54390, 5.71025, 1.48839], [6.00286, 5.55030, 3.15546], [4.09633, -2.78201, 7.55377], [4.77198, -2.28634, 8.75609], [5.30294, -1.89687, 9.70089], [3.77430, -3.81987, 7.67202], [3.20670, -2.19292, 7.31903], [4.75014, -2.74249, 6.67884], [1.22179, -4.92110, -9.35914], [0.15930, -5.23241, -10.31984], [-0.67551, -5.47686, -11.07387], [0.88576, -4.20429, -8.60612], [1.55882, -5.81460, -8.82838], [2.09562, -4.48789, -9.85174], [-0.98820, -3.78608, 7.27207], [-1.22267, -3.11357, 5.99083], [-1.40697, -2.58512, 4.98351], [-1.05672, -3.08842, 8.11008], [-1.71875, -4.57897, 7.44882], [0.00407, -4.24368, 7.31094], [-6.47087, 1.66446, -6.78911], [-7.76593, 2.29827, -7.05384], [-8.78296, 2.79620, -7.26177], [-6.21914, 0.92788, -7.55588], [-5.66114, 2.39727, -6.76576], [-6.46574, 1.14557, -5.82739], [-1.98811, 6.56104, -9.18473], [-0.63346, 6.00679, -9.10225], [0.43228, 5.57246, -9.03775], [-2.02564, 7.43358, -9.84120], [-2.69864, 5.82914, -9.57645], [-2.35358, 6.87618, -8.20441], [-6.24143, -1.66766, -2.11128], [-5.35460, -0.68210, -2.73471], [-4.65732, 0.09261, -3.22481], [-5.68484, -2.36825, -1.48390], [-6.99151, -1.18868, -1.47746], [-6.77672, -2.25652, -2.85998], [4.72594, -6.51050, 9.31679], [3.44234, -5.86020, 9.04002], [2.42977, -5.34852, 8.82228], [4.97009, -7.25679, 8.55697], [5.54568, -5.78805, 9.33832], [4.71737, -7.02101, 10.28271], [-5.41486, 6.16459, 7.20329], [-5.56450, 5.35874, 5.98823], [-5.68213, 4.72575, 5.03298], [-5.69347, 5.60010, 8.09639], [-4.38344, 6.49928, 7.33890], [-6.04469, 7.05686, 7.17346], [1.57520, 3.31274, 5.93887], [1.42688, 2.50510, 4.72591], [1.31031, 1.87154, 3.77191], [1.29415, 2.75109, 6.83254], [2.60625, 3.64701, 6.07713], [0.94652, 4.20549, 5.90655], [-2.02915, 2.81117, 8.21272], [-1.14945, 3.97315, 8.05592], [-0.45830, 4.88617, 7.93272], [-2.97281, 2.94681, 7.67855], [-1.56505, 1.90073, 7.82570], [-2.27288, 2.63067, 9.26249]],
  "atomic_forces_ev_per_a": [[-0.06, 0.39, -0.10], [-1.61, -0.43, -1.02], [-2.52, 0.34, -0.03], [3.77, 0.14, 2.72], [-2.00, 0.80, 0.97], [1.24, 1.83, -0.94], [-0.73, -0.36, 3.62], [5.78, 3.40, -2.33], [0.29, -0.42, -2.67], [0.65, 1.01, 1.19], [1.58, 0.81, -0.87], [2.09, 1.48, 1.54], [-3.32, 1.21, -0.32], [-0.92, -2.52, 1.68], [-4.53, 3.17, -1.55], [-0.04, -2.49, -0.17], [1.62, -1.56, 1.04], [-1.48, 1.40, 0.17], [0.63, -2.72, 0.28], [-2.76, 0.41, 0.26], [-2.75, 2.01, 4.41], [-0.29, -0.57, -0.27], [-2.05, 4.32, 2.99], [0.90, 0.87, 0.09], [3.86, 1.20, -0.63], [1.79, -3.14, -2.47], [-1.27, -2.76, -0.67], [-3.50, -0.37, 1.11], [-5.40, -2.68, 0.96], [3.26, 0.50, -0.43], [2.90, 2.07, -1.58], [-2.80, -1.86, -4.17], [2.41, 1.79, 0.28], [-0.70, 0.80, 2.23], [3.33, 0.70, 4.12], [-1.92, 1.40, 1.89], [0.16, -0.47, 1.67], [-0.32, -1.83, -1.33], [-1.15, 0.36, -1.49], [1.40, -6.46, -1.41], [-2.26, 2.54, 0.03], [0.41, 2.90, -0.80], [-1.56, -3.47, -5.62], [1.31, 0.33, -1.13], [3.21, 1.87, 0.04], [-0.09, 1.96, 3.09], [-2.47, -0.04, 1.84], [-0.19, -1.88, 0.44], [0.16, 3.18, 0.22], [-3.29, -0.30, -1.39], [1.48, -1.04, 3.03], [-1.19, -0.42, 0.29], [0.41, 0.58, -1.48], [-1.22, -1.33, -0.72], [1.52, -1.35, 0.36], [0.35, -1.08, -1.86], [-1.17, -1.31, 0.07], [-0.95, -0.91, -1.87], [-1.02, -1.63, 0.99], [0.68, 0.43, 1.39], [0.28, 0.20, -1.74], [-1.61, -1.27, -0.33], [-0.36, 0.72, 1.45], [1.24, 0.74, -1.22], [1.45, -1.02, 1.11], [1.29, 0.30, -1.76], [0.89, -1.61, -0.69], [0.75, 1.83, 0.59], [2.00, 0.76, -0.51], [1.34, -0.91, -1.17], [-0.46, -1.93, -0.89], [-1.86, -0.78, 0.37], [1.30, -0.45, 1.96], [2.09, 0.13, -0.50], [0.51, -0.84, -1.78], [-1.36, -0.70, -0.52], [-0.53, 1.48, -0.20], [1.68, -0.63, 0.12], [1.00, 1.89, -0.06], [1.65, 0.12, -1.46], [1.76, 1.28, 0.16], [0.64, 1.44, 1.38], [-1.71, -1.27, -0.15], [0.28, 0.01, -0.14], [-0.09, -0.02, -0.03], [0.39, 0.11, -0.48], [-0.22, -0.02, 0.13], [-0.13, -0.04, 0.18], [-0.22, 0.00, 0.05], [0.28, 0.13, 0.11], [-0.09, 0.03, -0.07], [0.39, 0.39, 0.08], [-0.22, -0.08, -0.09], [-0.21, -0.14, -0.04], [-0.19, -0.12, -0.12], [-0.08, -0.11, -0.34], [0.03, 0.02, 0.06], [-0.23, -0.20, -0.40], [0.10, 0.32, 0.14], [0.14, 0.02, 0.16], [0.08, 0.14, 0.21], [0.22, 0.06, 0.19], [-0.08, -0.02, -0.09], [0.36, 0.12, 0.36], [-0.14, -0.08, -0.17], [-0.16, 0.00, -0.16], [-0.19, -0.07, -0.12], [0.13, -0.16, 0.23], [-0.30, 0.07, -0.01], [-0.70, -0.45, 0.88], [-0.02, 0.07, -0.24], [-0.01, 0.14, -0.22], [-0.04, 0.12, -0.14], [0.25, -0.09, 0.05], [-0.11, 0.02, -0.02], [0.45, -0.21, 0.10], [-0.19, 0.14, -0.01], [-0.19, 0.01, -0.02], [-0.16, 0.13, -0.07], [-0.29, 0.14, -0.01], [0.22, -0.03, 0.00], [-0.64, 0.16, 0.01], [0.21, -0.13, 0.04], [0.22, -0.05, 0.02], [0.23, -0.10, -0.03], [-0.21, -0.21, 0.14], [-0.02, 0.05, -0.08], [-0.55, -0.52, 0.20], [0.14, 0.18, -0.13], [0.17, 0.15, -0.14], [0.17, 0.19, -0.07], [0.30, -0.14, 0.05], [-0.54, 0.10, 0.01], [0.79, -0.48, 0.14], [-0.23, 0.13, -0.01], [-0.24, 0.10, -0.02], [-0.20, 0.14, -0.08], [0.03, 0.18, 0.27], [-0.09, -0.05, -0.07], [-0.04, 0.28, 0.57], [-0.03, -0.10, -0.23], [-0.05, -0.13, -0.20], [0.00, -0.17, -0.19], [0.05, 0.19, 0.14], [0.05, -0.06, -0.01], [-0.04, 0.11, 0.41], [0.00, -0.07, -0.22], [-0.05, -0.16, -0.19], [0.00, -0.19, -0.14], [-0.21, -0.24, 0.06], [0.01, 0.12, 0.03], [-0.35, -0.43, 0.03], [0.18, 0.16, -0.03], [0.10, 0.21, -0.02], [0.16, 0.19, -0.07]]
}